{"formula": "C23H64BN5O7P", "method": "ωB97M-V/def2-TZVPD", "symbols": ["C", "N", "C", "B", "O", "P", "C", "C", "C", "N", "H", "H", "H", "H", "H", "H", "H", "H", "H", "H", "H", "H", "H", "H", "H", "H", "H", "H", "H", "C", "O", "C", "C", "N", "C", "C", "O", "C", "H", "H", "H", "H", "H", "H", "H", "H", "H", "H", "H", "H", "H", "H", "H", "C", "O", "C", "C", "N", "C", "C", "O", "C", "H", "H", "H", "H", "H", "H", "H", "H", "H", "H", "H", "H", "H", "H", "H", "C", "O", "C", "C", "N", "C", "C", "O", "C", "H", "H", "H", "H", "H", "H", "H", "H", "H", "H", "H", "H", "H", "H", "H"], "coordinates": [[-0.93401, 3.64877, -2.22377], [-0.49009, 3.72154, -3.61062], [0.77434, 4.45423, -3.70276], [-0.49123, 2.44496, -4.29498], [0.27712, 2.41847, -5.48410], [-1.52668, 0.81429, -3.78533], [0.04819, -0.32674, -3.97425], [1.24870, 0.17695, -3.18036], [1.91750, -0.89421, -2.32525], [3.09046, -0.46849, -1.54332], [-1.87701, 3.10841, -2.17360], [-1.08436, 4.64779, -1.80904], [-0.21348, 3.13008, -1.58099], [0.72588, 5.32909, -3.05033], [1.63068, 3.84382, -3.38614], [0.95405, 4.78338, -4.72195], [1.08068, 1.92904, -5.31478], [-1.87630, 0.62283, -5.22797], [-2.36089, -0.39662, -3.47566], [-1.15213, 0.91366, -2.32066], [-2.74473, 1.65947, -3.55956], [0.30639, -0.50533, -5.02172], [-0.27908, -1.29035, -3.56233], [2.02129, 0.56924, -3.85612], [0.91254, 0.97331, -2.49684], [2.20595, -1.73882, -2.95369], [1.17528, -1.25655, -1.60844], [2.78599, 0.25792, -0.90409], [3.74181, -0.00525, -2.16820], [3.53782, 8.51761, 2.63496], [3.33602, 7.22766, 3.16747], [2.35316, 7.15565, 4.19211], [1.14329, 6.37259, 3.73866], [0.40679, 7.09376, 2.71236], [-0.67345, 6.33403, 2.08983], [-0.30739, 5.08658, 1.29795], [0.41600, 5.34201, 0.11449], [1.81520, 5.45824, 0.25173], [4.38857, 8.45622, 1.95879], [2.66867, 8.87705, 2.07303], [3.76651, 9.24269, 3.42356], [2.05926, 8.16167, 4.50847], [2.80487, 6.64668, 5.04853], [0.48481, 6.21770, 4.59922], [1.49045, 5.38444, 3.40574], [1.05393, 7.39039, 1.99277], [-1.20228, 7.00952, 1.41319], [-1.38355, 6.04646, 2.87234], [-1.24147, 4.61189, 0.98377], [0.22819, 4.35284, 1.91295], [2.19230, 4.84178, 1.07360], [2.13498, 6.49414, 0.41130], [2.26071, 5.10967, -0.68073], [-3.84740, -2.79888, 2.47358], [-2.60211, -2.85443, 1.82063], [-2.64314, -2.46600, 0.44182], [-1.89189, -1.18233, 0.20356], [-2.56580, -0.04586, 0.81944], [-1.78220, 1.18415, 0.81572], [-0.49791, 1.20622, 1.63127], [-0.69495, 1.12129, 3.03835], [-0.79479, -0.18640, 3.55993], [-3.71329, -3.22816, 3.46641], [-4.21653, -1.77212, 2.58188], [-4.60641, -3.38154, 1.93907], [-3.67904, -2.37956, 0.10106], [-2.15563, -3.25201, -0.13817], [-1.82129, -1.01012, -0.87550], [-0.87123, -1.31653, 0.59406], [-2.80251, -0.27762, 1.77591], [-2.42278, 1.98363, 1.20179], [-1.54717, 1.43459, -0.22391], [-0.01242, 2.17056, 1.46890], [0.21450, 0.43687, 1.30907], [-0.19335, -0.89593, 2.98449], [-1.82728, -0.54847, 3.58466], [-0.42199, -0.16107, 4.58539], [-0.97585, -10.01002, 1.09220], [-0.02119, -9.09009, 1.57253], [1.25964, -9.19219, 0.96463], [1.56865, -7.97442, 0.12513], [0.71902, -7.92051, -1.05360], [0.82586, -6.68776, -1.82937], [0.40213, -5.38545, -1.16606], [-0.98319, -5.30238, -0.90132], [-1.42362, -5.84552, 0.32612], [-1.86123, -9.90929, 1.71729], [-1.25713, -9.81347, 0.05175], [-0.60877, -11.03950, 1.16503], [1.32054, -10.09973, 0.35546], [2.00057, -9.26858, 1.76581], [2.61310, -8.03010, -0.19810], [1.46730, -7.08998, 0.76995], [-0.24425, -8.04313, -0.76783], [0.21773, -6.81176, -2.72817], [1.86415, -6.58138, -2.16066], [0.62233, -4.57401, -1.86381], [0.97260, -5.18017, -0.25136], [-0.66026, -5.76180, 1.10488], [-1.72761, -6.89438, 0.23221], [-2.29419, -5.27083, 0.63867]], "forces_ev_per_angstrom": [[-0.44, 0.21, -0.06], [0.72, -0.84, 0.42], [-0.40, 0.29, -0.13], [-0.19, 0.35, -0.17], [0.05, 0.42, 0.16], [-0.23, -0.32, -0.33], [0.08, -0.23, 0.27], [0.13, -0.22, -0.19], [-0.13, 0.05, 0.20], [-0.10, 0.07, -0.11], [-0.02, -0.08, -0.02], [0.04, 0.07, -0.05], [0.08, 0.02, 0.05], [0.04, 0.07, -0.01], [0.06, 0.00, 0.08], [0.04, 0.00, -0.07], [0.14, -0.43, -0.22], [-0.02, 0.12, 0.11], [0.02, 0.03, 0.07], [-0.06, 0.03, 0.05], [0.06, -0.07, 0.09], [-0.08, 0.10, -0.08], [-0.08, 0.00, 0.01], [0.03, 0.23, 0.09], [0.08, 0.20, -0.09], [0.03, -0.07, 0.00], [-0.02, -0.16, -0.05], [0.03, 0.03, 0.08], [0.08, -0.02, -0.03], [0.03, -0.03, 0.01], [-0.01, 0.02, -0.06], [0.03, -0.01, 0.13], [-0.04, -0.01, -0.12], [0.10, -0.03, -0.03], [-0.06, 0.14, 0.00], [-0.09, -0.16, 0.05], [0.09, 0.22, 0.06], [-0.01, -0.07, -0.11], [0.00, -0.01, -0.01], [-0.02, 0.02, 0.04], [0.00, 0.02, -0.01], [-0.04, 0.00, -0.02], [0.02, 0.02, -0.01], [-0.01, -0.03, -0.01], [0.00, -0.01, 0.07], [-0.01, -0.02, -0.02], [-0.02, 0.00, 0.01], [0.01, -0.02, 0.01], [0.03, -0.02, -0.03], [0.03, 0.06, 0.05], [0.02, 0.01, 0.02], [0.00, -0.02, 0.06], [0.00, -0.01, 0.00], [0.04, -0.03, 0.00], [-0.06, 0.03, 0.03], [0.12, -0.10, -0.19], [-0.02, 0.20, 0.06], [0.07, -0.06, 0.14], [-0.21, 0.14, -0.03], [0.12, 0.07, -0.07], [-0.02, -0.04, 0.04], [0.03, 0.06, 0.06], [0.00, 0.01, 0.01], [-0.03, -0.01, -0.04], [-0.02, 0.01, 0.01], [-0.01, 0.07, 0.03], [-0.05, -0.03, 0.00], [0.03, 0.06, 0.01], [0.03, -0.10, -0.11], [0.01, -0.02, 0.00], [0.00, 0.01, -0.02], [0.05, -0.06, 0.00], [0.00, 0.01, -0.07], [-0.06, -0.06, 0.01], [-0.02, -0.03, -0.01], [0.02, -0.04, -0.04], [0.01, 0.00, 0.00], [0.00, 0.01, 0.04], [-0.05, 0.01, -0.03], [0.11, -0.05, 0.06], [-0.09, 0.07, -0.06], [-0.07, 0.01, 0.09], [0.01, -0.11, -0.09], [0.10, 0.16, -0.01], [-0.09, -0.09, -0.01], [-0.09, 0.03, -0.03], [-0.01, 0.01, 0.00], [0.03, -0.03, -0.02], [-0.01, -0.01, -0.01], [-0.01, 0.02, -0.04], [-0.02, -0.02, 0.01], [0.01, 0.03, 0.00], [0.06, -0.02, 0.02], [-0.01, 0.03, 0.00], [0.02, 0.00, -0.01], [0.01, 0.01, 0.01], [-0.01, 0.02, 0.02], [-0.02, -0.06, 0.02], [0.02, -0.02, 0.00], [0.10, -0.02, 0.02], [0.00, 0.00, 0.06]], "mol_weight_g_mol": 564.58, "homo_energy_ev": -2.682, "lumo_energy_ev": 2.32, "charge": -1, "homo_lumo_gap_ev": 5.005}